1.
A structure of composition C27H28F5N2O5PbS5, computed with the ωB97M-V functional and the def2-TZVPD basis.

Results
Relative energy (zero: lowest compared OMol25 entry of this formula, charge and spin) = 0.948 eV
Orbital gap = 7.27 eV

```
! RIJCOSX wB97M-V def2-TZVPD def2/J DEFGRID3
* xyz -1 1
Pb -0.49 -1.34 -0.16
C 0.05 3.00 -3.00
C -0.49 3.60 -1.69
S -1.65 2.57 -0.75
C -3.24 2.88 -1.56
C -3.57 2.10 -2.84
S -3.38 0.29 -2.70
C -2.55 0.03 -4.30
C -1.79 -1.28 -4.44
S -0.24 -1.45 -3.52
C 0.94 -0.60 -4.60
C 0.98 0.92 -4.51
S 1.11 1.54 -2.79
H 0.64 3.76 -3.52
H -0.78 2.71 -3.65
H -0.98 4.54 -1.92
H 0.32 3.77 -0.99
H -3.33 3.95 -1.76
H -3.96 2.62 -0.78
H -2.94 2.43 -3.67
H -4.61 2.30 -3.10
H -1.89 0.88 -4.46
H -3.33 0.05 -5.07
H -1.54 -1.43 -5.49
H -2.39 -2.13 -4.10
H 0.75 -0.92 -5.63
H 1.90 -1.02 -4.28
H 0.08 1.36 -4.94
H 1.85 1.28 -5.07
O 0.55 -2.79 3.67
C 0.38 -2.58 2.48
O -0.70 -2.09 1.95
C 1.56 -2.89 1.48
O 2.58 -3.42 1.91
O 1.39 -2.53 0.26
C 3.39 -0.53 3.82
N 2.34 0.47 3.60
N 2.35 1.14 2.38
C 1.02 1.38 1.97
O 0.70 2.02 0.98
C 0.21 0.75 2.98
C 1.02 0.18 3.89
C 0.68 -0.64 5.09
C 3.47 1.92 2.02
C 4.31 2.45 2.99
C 5.40 3.22 2.62
C 5.65 3.49 1.28
C 4.79 2.97 0.31
C 3.71 2.18 0.67
H 4.32 -0.15 3.41
H 3.14 -1.48 3.34
H 3.51 -0.68 4.89
H -0.87 0.74 2.98
H -0.39 -0.83 5.11
H 0.99 -0.12 6.00
H 1.18 -1.61 5.05
H 4.10 2.26 4.04
H 6.06 3.63 3.38
H 6.50 4.09 0.99
H 4.98 3.17 -0.74
H 3.06 1.76 -0.08
F -5.70 -5.19 2.79
C -4.82 -4.77 1.87
C -4.47 -3.44 1.80
F -5.03 -2.57 2.64
C -3.57 -3.02 0.85
F -3.31 -1.71 0.78
C -2.97 -3.88 -0.06
S -1.87 -3.35 -1.31
C -3.36 -5.22 0.04
F -2.86 -6.12 -0.81
C -4.27 -5.66 0.97
F -4.62 -6.95 1.02
*
```

Here are the Mulliken charges for atoms 1 to 2, given in e: 1.13 -0.39



2.
A structure of composition C11H14N4O4S, computed with the ωB97M-V functional and the def2-TZVPD basis.

Results
Relative energy (zero: lowest compared OMol25 entry of this formula, charge and spin) = 0.000 eV
Orbital gap = 8.64 eV

```
! RIJCOSX wB97M-V def2-TZVPD def2/J DEFGRID3
* xyz 0 1
O -0.36 1.71 0.91
O -0.66 -2.77 1.18
O 3.45 0.95 -2.80
N -2.06 1.94 3.26
N -2.59 -0.21 4.51
O 1.16 0.86 -2.97
S -2.81 1.46 4.72
C -0.82 0.71 1.45
C -0.89 -1.67 1.61
C 2.35 0.47 -2.47
C -1.62 0.84 2.69
C -1.91 -0.37 3.39
N -1.48 -1.62 2.88
N -0.57 -0.54 0.89
C -1.57 -2.83 3.70
C -0.28 2.47 -4.05
C 1.16 2.12 -3.69
C 2.38 -0.74 -1.53
C 0.09 -0.63 -0.41
C 1.61 -0.49 -0.25
H -0.64 -3.42 3.67
H -2.38 -3.50 3.33
H -1.84 -2.56 4.74
H -0.90 2.42 -3.12
H -0.65 1.72 -4.77
H -0.32 3.44 -4.51
H 1.80 1.98 -4.56
H 1.63 2.97 -3.10
H 3.43 -0.97 -1.24
H 1.99 -1.64 -2.02
H -0.22 -1.53 -0.96
H -0.26 0.19 -1.11
H 1.90 -1.22 0.48
H 1.88 0.48 0.14
*
```

Here are the Mulliken charges for atoms 1 to 2, given in e: -0.58 -0.64



Calculated E_LUMO in order - 1.95 -0.81 eV